(1)
Formula: C2H13NO4
Source: the OMol25 dataset
Level of theory: ωB97M-V with the def2-TZVPD basis set

* total charge: 0
* HOMO level: -0.297 hartree
* max |F|: 0.030 hartree/bohr
* LUMO energy: 0.025 hartree
* SMILES: C=CN.O.O.O.O

CARTESIAN COORDINATES (ANGSTROEM)
C 0.836 -1.934 -0.751
C -0.324 -1.368 -0.419
N -0.439 -0.361 0.516
H 1.788 -1.962 -0.245
H 0.847 -2.707 -1.516
H -1.201 -1.886 -0.795
H 0.381 -0.125 1.064
H -1.291 -0.180 1.016
O 5.720 1.721 -0.845
H 5.649 2.331 -1.590
H 6.522 1.219 -1.063
O 2.561 1.190 3.066
H 2.643 2.020 3.547
H 3.053 0.492 3.503
O -5.698 2.517 -2.916
H -5.052 1.913 -2.514
H -6.419 1.871 -2.963
O -3.348 -1.601 0.658
H -2.398 -1.672 0.772
H -3.830 -1.480 1.474

Atomic partial charges in e from the Mulliken method, atoms 1 to 5:
1. C -1.000
2. C 0.240
3. N -0.436
4. H 0.278
5. H 0.223

(2)
Formula: C16H17NO
Source: the OMol25 dataset
Level of theory: ωB97M-V with the def2-TZVPD basis set

* total charge: 0
* HOMO level: -0.297 hartree
* max |F|: 0.035 hartree/bohr
* LUMO energy: 0.027 hartree
* SMILES: Cc1c[nH]c2ccccc12.Cc1ccc(O)cc1

CARTESIAN COORDINATES (ANGSTROEM)
C -1.527 2.726 1.564
C -1.952 1.326 1.268
C -2.195 0.343 2.166
N -2.270 -0.923 1.585
C -2.208 -0.704 0.204
C -2.584 -1.564 -0.829
C -2.346 -1.137 -2.118
C -1.932 0.178 -2.374
C -1.812 1.090 -1.346
C -1.965 0.657 -0.024
H -2.308 3.410 1.892
H -1.147 3.162 0.637
H -0.728 2.765 2.286
H -2.225 0.431 3.243
H -3.021 -1.520 1.905
H -3.000 -2.495 -0.500
H -2.690 -1.761 -2.934
H -1.993 0.554 -3.368
H -1.579 2.136 -1.519
C 2.023 -3.134 -0.454
C 2.259 -1.651 -0.311
C 1.238 -0.720 -0.156
C 1.434 0.643 -0.099
C 2.747 1.091 0.117
O 2.996 2.362 0.547
C 3.781 0.188 0.026
C 3.557 -1.183 -0.124
H 0.998 -3.376 -0.659
H 2.355 -3.581 0.487
H 2.694 -3.576 -1.193
H 0.232 -1.086 -0.302
H 0.556 1.264 -0.186
H 2.308 2.993 0.292
H 4.771 0.461 0.377
H 4.414 -1.803 -0.360

Atomic partial charges in e from the Mulliken method, atoms 1 to 5:
1. C -1.426
2. C 0.360
3. C -0.684
4. N -0.207
5. C -0.393

(3)
Formula: C32H55BCl3F9IN10O20
Source: the OMol25 dataset
Level of theory: ωB97M-V with the def2-TZVPD basis set

* total charge: +1
* HOMO level: -0.438 hartree
* max |F|: 0.068 hartree/bohr
* LUMO energy: -0.111 hartree

CARTESIAN COORDINATES (ANGSTROEM)
C -3.513 -3.435 4.297
C -2.270 -3.870 3.503
C -0.977 -3.302 4.072
C -0.826 -1.814 3.654
C -0.007 -1.777 2.359
C -0.191 -0.549 1.426
N -1.576 -0.335 1.304
C 0.748 0.550 1.965
C 0.665 0.977 3.397
Cl 2.095 0.600 4.335
C -0.339 1.435 4.153
C -0.231 1.727 5.602
Cl -1.942 1.669 3.564
N 1.277 1.485 0.823
C 2.786 1.488 0.965
C 3.579 2.098 2.122
O 4.609 1.518 2.414
I 3.268 3.921 3.198
N 0.875 2.846 0.835
C 1.552 3.722 -0.048
C 1.523 5.219 0.133
O 2.156 3.292 -1.022
C -0.444 3.286 1.294
C -0.562 4.348 2.360
O -1.462 2.859 0.780
C 0.909 0.690 -0.432
C -0.342 1.253 -1.167
O -0.245 2.599 -1.541
C -0.852 2.884 -2.782
C -2.380 2.777 -2.755
B 2.008 0.684 -1.651
O 1.645 1.017 -2.922
O 3.354 0.385 -1.458
C 0.470 -0.749 -0.014
Cl 2.022 -1.720 0.140
C -0.299 -1.583 -1.034
F -1.531 -1.090 -1.311
F 0.334 -1.556 -2.233
C -0.639 -3.088 -0.753
F 0.247 -3.825 -0.087
F -1.778 -3.134 -0.033
C -0.933 -3.910 -2.063
F 0.195 -4.170 -2.739
F -1.358 -5.105 -1.579
C -2.062 -3.450 -3.011
F -1.677 -2.442 -3.805
F -3.180 -3.114 -2.376
F -2.338 -4.500 -3.807
H -4.223 -4.244 4.348
H -4.004 -2.586 3.838
H -3.222 -3.155 5.301
H -2.206 -4.950 3.519
H -2.403 -3.573 2.467
H -1.001 -3.379 5.150
H -0.151 -3.861 3.645
H -1.827 -1.420 3.572
H -0.261 -1.350 4.450
H 1.030 -1.901 2.646
H -0.260 -2.678 1.819
H -2.206 -1.108 1.374
H -1.972 0.566 1.123
H 1.603 -0.094 2.101
H -0.110 0.810 6.160
H -1.088 2.289 5.938
H 0.639 2.345 5.770
H 3.238 1.996 0.125
H 3.178 0.495 0.832
H 2.491 5.593 -0.149
H 0.816 5.624 -0.580
H 1.314 5.571 1.131
H 0.141 4.216 3.170
H -1.549 4.273 2.781
H -0.503 5.334 1.926
H -1.248 1.130 -0.588
H -0.530 0.677 -2.060
H -0.465 2.267 -3.588
H -0.592 3.909 -3.004
H -2.702 1.854 -3.219
H -2.784 2.882 -1.763
H -2.768 3.576 -3.369
H 2.219 1.702 -3.268
H 3.905 1.144 -1.683
C 3.620 0.653 8.538
N 2.170 0.404 8.310
O 1.762 -0.727 8.427
O 1.486 1.363 8.018
H 4.093 -0.288 8.787
H 4.026 1.068 7.620
H 3.703 1.364 9.353
C -3.216 5.807 0.750
N -3.235 5.449 -0.691
O -2.398 5.948 -1.415
O -4.093 4.677 -1.053
H -2.402 6.503 0.920
H -4.172 6.264 0.978
H -3.074 4.889 1.313
C 7.136 1.385 -0.380
N 6.215 2.529 -0.154
O 6.605 3.462 0.489
O 5.095 2.447 -0.642
H 8.076 1.603 0.110
H 6.665 0.503 0.044
H 7.265 1.278 -1.453
C 0.952 -6.808 -4.114
N 1.778 -7.957 -3.654
O 1.496 -9.059 -4.067
O 2.684 -7.706 -2.892
H 0.187 -7.180 -4.785
H 0.514 -6.358 -3.235
H 1.614 -6.113 -4.620
C -4.179 -1.839 -5.884
N -5.185 -1.838 -6.982
O -5.531 -0.767 -7.425
O -5.585 -2.918 -7.350
H -3.916 -0.812 -5.660
H -4.635 -2.323 -5.026
H -3.317 -2.398 -6.232
C -5.629 8.227 -1.890
N -5.051 8.778 -0.633
O -4.449 9.819 -0.694
O -5.228 8.133 0.384
H -5.392 8.905 -2.700
H -5.187 7.249 -2.054
H -6.702 8.146 -1.745
C 4.304 -10.243 -5.732
N 4.455 -10.507 -7.189
O 5.267 -9.848 -7.800
O 3.749 -11.365 -7.664
H 4.994 -9.456 -5.452
H 3.276 -9.942 -5.558
H 4.529 -11.166 -5.207

Atomic partial charges in e from the Mulliken method, atoms 1 to 5:
1. C -1.313
2. C -0.024
3. C -1.316
4. C -0.144
5. C -2.032

(4)
Formula: C23H18BrIN5O3Re
Source: the OMol25 dataset
Level of theory: ωB97M-V with the def2-TZVPD basis set

* total charge: +1
* HOMO level (spin up / spin down): -0.396 / -0.405 hartree
* max |F|: 0.003 hartree/bohr
* LUMO energy (spin up / spin down): -0.164 / -0.155 hartree
* multiplicity: 2

CARTESIAN COORDINATES (ANGSTROEM)
Re -1.212 0.129 -0.474
O -0.080 3.647 -2.097
C -0.155 2.488 -1.800
N -0.450 1.953 -0.535
C 0.117 2.543 0.605
C 0.700 3.807 0.723
C 1.204 4.176 1.953
C 1.136 3.316 3.053
C 0.568 2.064 2.943
C 0.066 1.681 1.697
N -0.552 0.470 1.356
C -0.945 -0.435 2.351
O -0.320 -0.740 3.329
C -2.320 -0.940 2.054
C -3.039 -1.667 2.970
C -4.366 -1.961 2.677
C -4.898 -1.502 1.490
C -4.095 -0.795 0.603
N -2.819 -0.524 0.874
C 0.213 1.383 -2.748
C 0.746 1.624 -3.990
C 1.167 0.535 -4.744
C 1.049 -0.735 -4.209
C 0.488 -0.892 -2.951
N 0.067 0.150 -2.236
H 0.726 4.484 -0.116
H 1.649 5.155 2.068
H 1.536 3.632 4.007
H 0.531 1.390 3.784
H -2.562 -1.960 3.895
H -4.972 -2.525 3.374
H -5.931 -1.685 1.228
H -4.474 -0.442 -0.344
H 0.830 2.646 -4.332
H 1.592 0.680 -5.728
H 1.380 -1.609 -4.751
H 0.380 -1.871 -2.510
Br 1.000 -4.324 -0.441
C 2.171 -2.858 -0.074
C 3.526 -3.102 0.062
C 4.329 -2.008 0.335
C 3.747 -0.752 0.451
C 2.379 -0.640 0.290
N 1.586 -1.688 0.031
H 3.927 -4.100 -0.037
H 5.396 -2.137 0.458
H 4.340 0.125 0.667
H 1.891 0.323 0.377
I -3.085 0.477 -2.455
O -1.442 -2.033 -0.824
H -0.740 -2.702 -0.713
H -1.982 -2.256 -1.597

Atomic partial charges in e from the Mulliken method, atoms 1 to 5:
1. Re 0.513
2. O -0.598
3. C -0.330
4. N 0.260
5. C 0.816

(5)
Formula: CH2Br2NO
Source: the OMol25 dataset
Level of theory: ωB97M-V with the def2-TZVPD basis set

* total charge: -1
* HOMO level (spin up / spin down): -0.131 / -0.131 hartree
* max |F|: 0.074 hartree/bohr
* LUMO energy (spin up / spin down): 0.115 / 0.115 hartree

CARTESIAN COORDINATES (ANGSTROEM)
C -0.512 -0.413 0.066
N 0.469 0.491 -0.001
O 1.594 0.377 -0.690
Br -2.181 0.184 -2.081
Br -1.749 -0.378 1.426
H -0.173 -1.512 -0.100
H 0.314 1.524 0.212

Atomic partial charges in e from the Mulliken method, atoms 1 to 5:
1. C -0.168
2. N 0.116
3. O -0.631
4. Br -0.763
5. Br -0.098

(6)
Formula: C17H34N2O
Source: the OMol25 dataset
Level of theory: ωB97M-V with the def2-TZVPD basis set

* total charge: 0
* HOMO level: -0.299 hartree
* max |F|: 0.010 hartree/bohr
* LUMO energy: 0.028 hartree
* SMILES: CC(=O)N(CCCN(C)C)CC[C@H](C)CCC=C(C)C

CARTESIAN COORDINATES (ANGSTROEM)
C -2.174 -3.520 -0.030
C -2.447 -2.246 -0.806
O -3.560 -1.992 -1.227
N -1.402 -1.405 -1.003
C -1.657 -0.173 -1.738
C -2.630 0.784 -1.045
C -2.114 1.287 0.309
N -2.986 2.185 1.040
C -4.221 1.572 1.480
C -3.226 3.446 0.374
C -0.026 -1.738 -0.697
C 0.461 -1.153 0.633
C 1.925 -1.503 0.922
C 2.056 -2.944 1.413
C 2.527 -0.546 1.960
C 2.776 0.868 1.419
C 3.711 0.845 0.250
C 3.483 1.232 -0.999
C 4.554 1.129 -2.048
C 2.198 1.808 -1.516
H -3.132 -3.968 0.220
H -1.618 -4.225 -0.645
H -1.617 -3.325 0.882
H -2.083 -0.436 -2.714
H -0.699 0.328 -1.895
H -3.579 0.267 -0.909
H -2.789 1.630 -1.716
H -1.166 1.817 0.161
H -1.930 0.428 0.960
H -3.997 0.625 1.969
H -4.933 1.385 0.664
H -4.697 2.233 2.205
H -3.889 3.363 -0.500
H -3.688 4.132 1.085
H -2.275 3.871 0.054
H 0.088 -2.822 -0.692
H 0.606 -1.349 -1.502
H -0.168 -1.515 1.449
H 0.350 -0.072 0.587
H 2.498 -1.394 -0.005
H 1.644 -3.645 0.693
H 3.102 -3.199 1.567
H 1.532 -3.071 2.358
H 1.865 -0.489 2.827
H 3.481 -0.957 2.296
H 3.233 1.460 2.218
H 1.831 1.347 1.166
H 4.688 0.443 0.489
H 4.762 2.111 -2.473
H 5.476 0.727 -1.635
H 4.227 0.482 -2.862
H 2.357 2.838 -1.835
H 1.863 1.244 -2.387
H 1.409 1.800 -0.771

Atomic partial charges in e from the Mulliken method, atoms 1 to 5:
1. C -1.349
2. C 0.930
3. O -0.665
4. N 0.566
5. C -0.930

(7)
Formula: C26H78O13
Source: the OMol25 dataset
Level of theory: ωB97M-V with the def2-TZVPD basis set

* total charge: 0
* HOMO level: -0.345 hartree
* max |F|: 0.061 hartree/bohr
* LUMO energy: 0.011 hartree

CARTESIAN COORDINATES (ANGSTROEM)
C 5.190 -2.390 -2.439
C 3.875 -2.289 -1.608
O 4.029 -1.356 -0.644
H 6.136 -2.319 -1.904
H 5.331 -1.619 -3.196
H 5.198 -3.308 -3.027
H 3.608 -3.261 -1.193
H 3.026 -1.989 -2.221
H 4.029 -0.489 -1.055
C -2.737 5.333 -0.137
C -1.186 5.246 -0.096
O -0.725 5.280 1.212
H -3.105 6.261 0.302
H -3.229 4.494 0.356
H -3.098 5.282 -1.164
H -0.758 6.068 -0.670
H -0.818 4.320 -0.538
H -0.944 6.166 1.510
C -3.811 1.718 0.415
C -5.048 0.802 0.267
O -6.261 1.543 0.472
H -3.762 2.327 1.317
H -3.874 2.388 -0.443
H -2.853 1.202 0.480
H -4.934 0.008 1.005
H -5.101 0.426 -0.754
H -6.669 1.272 1.298
C -4.992 -2.310 -3.436
C -4.253 -2.519 -2.145
O -2.879 -2.694 -2.449
H -6.067 -2.403 -3.287
H -4.644 -2.995 -4.210
H -4.831 -1.292 -3.793
H -4.624 -3.442 -1.699
H -4.320 -1.740 -1.386
H -2.392 -2.932 -1.657
C 2.900 -2.639 2.437
C 2.285 -1.305 2.815
O 0.916 -1.524 2.887
H 3.972 -2.489 2.310
H 2.513 -3.045 1.503
H 2.762 -3.300 3.293
H 2.544 -0.535 2.089
H 2.762 -0.969 3.736
H 0.456 -0.827 2.413
C -2.468 3.247 3.932
C -0.968 3.344 3.919
O -0.370 2.938 2.694
H -2.963 3.375 4.895
H -2.864 2.315 3.528
H -2.907 3.990 3.267
H -0.557 2.692 4.690
H -0.655 4.346 4.213
H -0.504 3.693 2.117
C 2.683 2.089 3.954
C 3.498 2.326 5.266
O 4.790 2.826 5.007
H 2.568 3.021 3.401
H 1.709 1.643 4.154
H 3.321 1.449 3.343
H 3.651 1.473 5.928
H 2.990 3.142 5.781
H 5.308 2.709 5.807
C 1.013 -2.203 -4.323
C 2.052 -1.606 -5.257
O 2.016 -2.202 -6.524
H 0.051 -2.263 -4.831
H 0.934 -1.779 -3.321
H 1.283 -3.249 -4.177
H 3.037 -1.772 -4.822
H 1.952 -0.520 -5.269
H 2.307 -1.524 -7.138
C 0.708 -4.357 -1.064
C -0.730 -4.932 -1.064
O -1.546 -3.976 -0.451
H 0.684 -3.608 -1.854
H 1.347 -5.182 -1.380
H 1.087 -4.008 -0.103
H -0.751 -5.830 -0.446
H -1.188 -5.154 -2.028
H -1.350 -3.991 0.489
C -2.353 0.974 -4.383
C -0.912 1.040 -3.893
O -0.409 2.363 -4.061
H -3.074 1.490 -3.749
H -2.660 -0.069 -4.460
H -2.537 1.424 -5.359
H -0.262 0.383 -4.471
H -0.865 0.724 -2.850
H -0.963 3.036 -3.659
C -1.127 -5.836 3.257
C -0.174 -4.700 3.209
O -0.446 -3.855 2.146
H -0.968 -6.502 2.408
H -2.161 -5.508 3.152
H -1.154 -6.490 4.128
H 0.860 -5.043 3.252
H -0.247 -4.120 4.129
H 0.072 -3.058 2.281
C 0.234 -0.510 -0.568
C 0.390 0.738 0.342
O -0.256 0.444 1.583
H 0.518 -1.409 -0.021
H 0.792 -0.476 -1.504
H -0.796 -0.614 -0.909
H -0.244 1.491 -0.127
H 1.425 1.038 0.509
H -0.286 1.278 2.059
C 2.154 4.066 -1.006
C 2.913 3.995 0.359
O 3.945 4.920 0.232
H 2.781 3.740 -1.836
H 1.799 5.082 -1.180
H 1.293 3.399 -0.966
H 3.249 2.967 0.495
H 2.202 4.221 1.154
H 4.482 4.760 1.012

Atomic partial charges in e from the Mulliken method, atoms 1 to 5:
1. C -1.444
2. C 0.640
3. O -0.451
4. H 0.362
5. H 0.339

(8)
Formula: C3H11O2S
Source: the OMol25 dataset
Level of theory: ωB97M-V with the def2-TZVPD basis set

* total charge: -1
* HOMO level: -0.095 hartree
* max |F|: 0.042 hartree/bohr
* LUMO energy: 0.134 hartree

CARTESIAN COORDINATES (ANGSTROEM)
C -1.408 0.587 -0.409
C -1.067 -0.920 -0.087
C -0.192 -1.503 -1.236
S 0.693 -2.942 -0.628
H -1.835 0.624 -1.419
H -0.483 1.169 -0.443
H -1.955 0.855 0.493
H -0.555 -0.897 0.866
H -1.914 -1.579 0.136
H 0.391 -0.671 -1.632
H -0.942 -1.822 -1.974
H 1.788 2.112 1.197
H 0.655 2.891 0.675
O 1.349 2.966 1.323
H 2.276 -0.747 1.523
H 1.328 -0.168 0.428
O 1.871 0.045 1.190

Atomic partial charges in e from the Mulliken method, atoms 1 to 5:
1. C -0.785
2. C -0.704
3. C -0.985
4. S -0.608
5. H 0.331

(9)
Formula: C3H8N2
Source: the OMol25 dataset
Level of theory: ωB97M-V with the def2-TZVPD basis set

* total charge: 0
* HOMO level: -0.324 hartree
* max |F|: 0.076 hartree/bohr
* LUMO energy: 0.040 hartree
* SMILES: [H]/N=C/NCC

CARTESIAN COORDINATES (ANGSTROEM)
H 3.435 -0.334 -0.535
N 2.553 -0.116 -0.947
C 1.727 0.225 -0.070
N 0.404 0.531 -0.292
C -0.769 0.424 0.531
C -1.744 -0.679 0.034
H 2.185 0.381 0.895
H 0.202 0.623 -1.268
H -0.583 0.218 1.553
H -1.504 1.300 0.483
H -1.126 -1.531 -0.065
H -2.561 -0.650 0.653
H -2.218 -0.390 -0.972

Atomic partial charges in e from the Mulliken method, atoms 1 to 5:
1. H 0.258
2. N -0.693
3. C 0.052
4. N -0.251
5. C -0.356

(10)
Formula: C4H8N3O
Source: the OMol25 dataset
Level of theory: ωB97M-V with the def2-TZVPD basis set

* total charge: +1
* HOMO level: -0.529 hartree
* max |F|: 0.099 hartree/bohr
* LUMO energy: -0.151 hartree
* SMILES: Cc1oc(N)n[n+]1C

CARTESIAN COORDINATES (ANGSTROEM)
C -0.200 1.340 1.220
C -0.043 0.001 0.605
O -0.726 -1.119 1.052
C -0.731 -1.981 0.021
N -1.348 -3.173 0.074
N -0.182 -1.599 -1.103
N 0.368 -0.140 -0.603
C 1.171 0.711 -1.461
H -0.519 1.386 2.229
H 0.739 1.772 1.319
H -0.858 2.108 0.603
H -1.383 -3.660 -0.883
H -2.124 -3.334 0.579
H 1.134 1.774 -1.294
H 2.143 0.347 -1.135
H 1.113 0.437 -2.553

Atomic partial charges in e from the Mulliken method, atoms 1 to 5:
1. C -1.353
2. C 0.762
3. O -0.311
4. C 0.597
5. N -0.396

(11)
Formula: C3H9N2O
Source: the OMol25 dataset
Level of theory: ωB97M-V with the def2-TZVPD basis set

* total charge: +1
* HOMO level: -0.539 hartree
* max |F|: 0.090 hartree/bohr
* LUMO energy: -0.158 hartree

CARTESIAN COORDINATES (ANGSTROEM)
C 2.023 0.234 0.671
C -1.353 0.802 -1.286
C -0.953 0.107 -0.024
N -2.032 -0.007 0.755
N 0.250 -0.466 0.287
O 3.049 -0.751 0.704
H 2.014 0.854 -0.205
H -0.584 1.074 -1.952
H -2.115 1.663 -1.139
H -1.907 0.093 -1.936
H -2.110 -0.442 1.705
H -2.754 0.534 0.423
H 3.205 -0.883 -0.237
H 1.756 0.642 1.650
H 0.179 -1.228 0.970

Atomic partial charges in e from the Mulliken method, atoms 1 to 5:
1. C -0.115
2. C -1.193
3. C 0.802
4. N -0.354
5. N -0.479